one) C2H7NS | ωB97M-V with the def2-TZVPD basis set

Computed properties:
SMILES	C=NC.S
LUMO	0.47	eV
highest occupied orbital energy	-9.207	eV
orbital gap	9.68	eV

Structure (XYZ):
```
11
C2H7NS, DFT ωB97M-V with the def2-TZVPD basis set
C 0.642 -0.728 -1.598
N -0.242 -0.283 -0.680
C -0.279 1.117 -0.133
H 1.128 0.011 -2.428
H 0.742 -1.791 -1.750
H -0.450 1.842 -1.013
H -1.153 1.133 0.622
H 0.654 1.340 0.366
S -0.320 -1.455 2.446
H -0.606 -0.203 2.974
H -0.117 -0.985 1.193
```

---

two) C2H7NS | ωB97M-V with the def2-TZVPD basis set

Computed properties:
LUMO (alpha / beta)	-1.51 / -1.51	eV
highest occupied orbital energy (alpha / beta)	-9.276 / -9.278	eV
orbital gap (alpha / beta)	7.77 / 7.77	eV

Structure (XYZ):
```
11
C2H7NS, DFT ωB97M-V with the def2-TZVPD basis set
C -0.685 0.910 -0.180
C -0.396 -0.426 0.379
N 0.480 -1.098 -0.470
S 2.573 -0.158 0.335
H -1.180 1.697 0.489
H 0.356 1.226 -0.405
H -1.328 0.804 -1.013
H 0.090 -0.485 1.426
H -1.334 -0.922 0.576
H 0.453 -2.094 -0.200
H 3.439 -0.197 -0.722
```

---

three) C2H7NS | ωB97M-V with the def2-TZVPD basis set

Computed properties:
LUMO	0.01	eV
highest occupied orbital energy	-9.032	eV
orbital gap	9.04	eV

Structure (XYZ):
```
11
C2H7NS, DFT ωB97M-V with the def2-TZVPD basis set
C -0.309 -0.399 0.305
C 0.746 0.701 0.154
S 2.387 0.056 0.597
N -1.630 0.004 -0.261
H 0.036 -1.284 -0.227
H -0.409 -0.518 1.377
H 0.865 1.066 -0.870
H 0.479 1.636 0.656
H 1.985 -0.717 -0.883
H -1.712 -0.421 -1.173
H -2.437 -0.125 0.326
```

---

Tell me which of them is the most stable. Sure, it is three).

---

one) C2H3IN2OS | ωB97M-V with the def2-TZVPD basis set

Computed properties:
LUMO (alpha / beta)	-1.21 / -0.31	eV
highest occupied orbital energy (alpha / beta)	-7.571 / -8.849	eV
orbital gap (alpha / beta)	6.36 / 8.54	eV

Structure (XYZ):
```
10
C2H3IN2OS, DFT ωB97M-V with the def2-TZVPD basis set
C 0.807 1.150 -0.080
C -1.143 -0.253 0.342
N -0.542 0.967 0.088
N 1.172 -1.674 0.023
O 1.314 2.214 0.076
S 1.797 -0.324 -0.576
I -3.150 -0.427 -0.140
H -0.430 -0.965 0.891
H -1.054 1.867 0.059
H 1.228 -2.554 -0.683
```

---

two) C2H3IN2OS | ωB97M-V with the def2-TZVPD basis set

Computed properties:
LUMO (alpha / beta)	-2.58 / -2.58	eV
highest occupied orbital energy (alpha / beta)	-9.031 / -9.046	eV
orbital gap (alpha / beta)	6.45 / 6.46	eV

Structure (XYZ):
```
10
C2H3IN2OS, DFT ωB97M-V with the def2-TZVPD basis set
C -1.179 -0.765 0.221
C 0.054 0.078 -0.231
N -2.297 -0.378 -0.205
N 0.389 1.232 0.207
O 0.464 -0.544 -1.194
S 2.738 1.694 -0.374
I 3.375 -0.435 0.213
H -0.703 -1.759 0.380
H -3.042 -0.978 -0.031
H 0.201 1.856 1.013
```

---

Tell me which of them is the most stable. Sure, it is one).

---

one) C2HNO3 | ωB97M-V with the def2-TZVPD basis set

Computed properties:
SMILES	O=[N+]([O-])C1=CO1
LUMO	-1.14	eV
highest occupied orbital energy	-9.628	eV
orbital gap	8.49	eV

Structure (XYZ):
```
7
C2HNO3, DFT ωB97M-V with the def2-TZVPD basis set
O -0.962 -0.730 1.465
N 0.143 -0.674 1.010
O 1.157 -0.948 1.564
C 0.213 -0.207 -0.353
C -0.351 0.599 -1.162
O 1.001 0.903 -0.979
H -1.202 1.058 -1.544
```

---

two) C2HNO3 | ωB97M-V with the def2-TZVPD basis set

Computed properties:
SMILES	O=C=[N+]([O-])C=O
LUMO (alpha / beta)	-1.09 / -1.09	eV
highest occupied orbital energy (alpha / beta)	-9.120 / -9.114	eV
orbital gap (alpha / beta)	8.03 / 8.02	eV

Structure (XYZ):
```
7
C2HNO3, DFT ωB97M-V with the def2-TZVPD basis set
O -1.381 1.930 -0.252
C -1.765 0.828 -0.343
N -2.108 -0.346 0.178
O -3.192 -0.864 0.485
C -1.004 -1.199 0.194
O 0.009 -0.851 -0.405
H -1.327 -2.106 0.701
```

---

Tell me which of them is the most stable. Sure, it is two).

---

one) C2H3NO2S | ωB97M-V with the def2-TZVPD basis set

Computed properties:
LUMO	0.04	eV
highest occupied orbital energy	-9.579	eV
orbital gap	9.61	eV

Structure (XYZ):
```
9
C2H3NO2S, DFT ωB97M-V with the def2-TZVPD basis set
C -0.164 -0.359 -0.305
C 0.062 -0.505 1.128
N 0.244 0.876 0.663
O 1.030 0.866 -2.209
O -1.208 -0.261 -1.118
S 0.399 -0.368 -1.936
H -0.811 -0.737 1.636
H 1.105 -0.916 1.348
H -0.657 1.404 0.792
```

---

two) C2H3NO2S | ωB97M-V with the def2-TZVPD basis set

Computed properties:
LUMO	-1.13	eV
highest occupied orbital energy	-9.690	eV
orbital gap	8.56	eV

Structure (XYZ):
```
9
C2H3NO2S, DFT ωB97M-V with the def2-TZVPD basis set
C 1.991 -0.327 -0.042
C -0.007 -0.105 0.174
N 2.576 0.942 0.081
O 2.717 1.341 1.233
O 2.936 1.553 -0.907
S 2.639 -1.748 -0.319
H -0.467 0.338 -0.763
H -0.210 -1.138 -0.024
H -0.291 0.155 1.184
```

---

three) C2H3NO2S | ωB97M-V with the def2-TZVPD basis set

Computed properties:
SMILES	CC#[N+][O-].O=S
LUMO (alpha / beta)	-0.47 / -0.46	eV
highest occupied orbital energy (alpha / beta)	-7.872 / -7.871	eV
orbital gap (alpha / beta)	7.41 / 7.41	eV

Structure (XYZ):
```
9
C2H3NO2S, DFT ωB97M-V with the def2-TZVPD basis set
C -0.946 0.014 1.262
C -0.390 0.449 0.067
N 0.235 0.883 -0.771
O 0.900 1.246 -1.677
H -1.867 0.544 1.385
H -1.008 -1.040 1.283
H -0.165 0.117 2.026
O 1.240 -1.475 -1.267
S 2.001 -0.738 -2.307
```

---

four) C2H3NO2S | ωB97M-V with the def2-TZVPD basis set

Computed properties:
SMILES	C=C=S.O=NO
LUMO	0.10	eV
highest occupied orbital energy	-8.404	eV
orbital gap	8.51	eV

Structure (XYZ):
```
9
C2H3NO2S, DFT ωB97M-V with the def2-TZVPD basis set
C -0.801 0.272 -1.606
C -0.588 0.903 -0.477
S -0.567 1.813 0.778
H -1.704 0.186 -2.024
H 0.087 0.006 -2.165
O 1.866 0.493 0.552
N 2.566 1.053 -0.194
O 2.108 0.927 -1.522
H 2.757 1.484 -1.925
```

---

Tell me which of them is the most stable. Sure, it is one).